(1)
This record from the OMol25 dataset describes a cluster of 2 separate species, C14H12ClNO3 in total at a distorted geometry. The level of theory is the ωB97M-V functional and the def2-TZVPD basis.

```
31
Properties=species:S:1:pos:R:3:nbo_charge:R:1
O 2.27281 -2.29448 2.17486 -0.43
C 3.08316 -2.18997 1.09274 0.71
O 4.06622 -3.19918 0.66907 -0.67
C 2.91135 -0.83075 0.14540 -0.04
C 3.90657 -0.44230 -1.10090 -0.25
C 3.54414 0.93854 -1.96030 0.05
N 2.34849 1.81820 -1.61759 -0.54
C 1.41311 1.52133 -0.43729 0.30
C 0.13142 2.55765 -0.15524 -0.53
C -0.93546 1.82613 0.85810 0.49
O -0.80080 2.11244 2.17822 -0.55
C -2.10436 0.75663 0.43563 -0.22
C -2.93744 -0.00843 1.66678 -0.07
C -4.12957 -1.10711 1.37683 -0.24
C -4.56886 -1.51499 -0.14954 -0.20
C -3.71862 -0.78869 -1.39316 -0.29
C -2.51506 0.33331 -1.09861 -0.21
C 1.64050 0.18955 0.50820 -0.16
H 3.91496 -3.29939 -0.32898 0.49
H 4.82131 -1.12144 -1.36933 0.27
H 4.22844 1.23117 -2.88098 0.26
H 2.18251 2.64911 -2.23524 0.45
H -0.43776 2.75263 -1.17650 0.25
H 0.53455 3.59502 0.27648 0.28
H -2.62961 0.25725 2.76997 0.31
H -4.69111 -1.62280 2.26527 0.24
H -5.42372 -2.28515 -0.38733 0.23
H -4.03172 -1.12656 -2.47763 0.22
H -1.93632 0.82207 -2.01845 0.21
H 0.98456 -0.11573 1.42871 0.37
Cl -1.12372 -1.41404 2.94080 -0.75
```

For the HOMO-LUMO gap, the calculation gives 3.252 eV. For the energy above the lowest of the compared OMol25 structures with the same formula, charge and spin, the calculation gives 474.03 kcal per mole. As for the highest occupied orbital energy: -6.3936 eV.

(2)
This record from the OMol25 dataset describes a structure of composition C20H21N4PmS2Si. The level of theory is the ωB97M-V functional and the def2-TZVPD basis.

```
49
Properties=species:S:1:pos:R:3:mulliken_spin:R:1
Pm 0.67853 -0.70393 -1.60206 4.03
N 0.17934 3.79196 -1.37511 0.00
C -1.10212 4.30487 -1.75482 0.00
C -1.26345 5.65508 -1.99164 0.00
C -2.50565 6.12196 -2.40686 0.00
C -3.55197 5.23878 -2.61506 0.00
C -3.37168 3.87722 -2.40359 0.00
C -2.14801 3.41668 -1.94699 0.00
S -1.91979 1.71758 -1.54714 0.00
N -0.22415 1.53485 -1.84997 -0.01
C 0.57682 2.54408 -1.64894 0.00
C 2.05626 2.29878 -1.72166 0.00
C 2.92671 3.28042 -2.15008 0.00
C 4.29050 2.99636 -2.17030 0.00
C 4.72709 1.74529 -1.77765 0.00
C 3.78050 0.79797 -1.41114 0.00
N 2.46836 1.05681 -1.38732 0.00
H 0.88852 4.47147 -1.14599 0.00
H -0.43956 6.34445 -1.85597 0.00
H -2.64840 7.17928 -2.57871 0.00
H -4.51273 5.60444 -2.94772 0.00
H -4.18378 3.18432 -2.57928 0.00
H 2.56856 4.24445 -2.48217 0.00
H 4.99827 3.74749 -2.49425 0.00
H 5.77562 1.48546 -1.76645 0.00
H 4.09143 -0.19904 -1.11684 0.00
C -2.44650 -4.95943 2.83199 0.00
Si -0.68405 -4.87289 2.23013 0.00
C -0.42972 -5.95674 0.74265 0.00
C 0.49895 -5.32678 3.59859 0.00
C -0.35921 -3.00546 1.89096 0.00
C -0.49844 -2.16722 2.99676 0.00
C -0.29988 -0.78659 2.94383 0.00
C 0.05285 -0.23790 1.73904 0.00
N 0.19217 -1.01895 0.65069 0.01
C -0.00684 -2.35500 0.70311 0.00
S 0.19650 -3.17856 -0.86411 -0.02
H -2.69791 -5.99031 3.08681 0.00
H -3.14673 -4.63183 2.06100 0.00
H -2.61881 -4.35484 3.72341 0.00
H -0.63637 -6.97871 1.07139 0.00
H 0.59080 -5.93319 0.36266 0.00
H -1.10975 -5.72962 -0.07679 0.00
H 0.35156 -6.37054 3.88054 0.00
H 0.35590 -4.72674 4.49825 0.00
H 1.53756 -5.21632 3.28041 0.00
H -0.77548 -2.59891 3.95190 0.00
H -0.42064 -0.16472 3.81824 0.00
H 0.21885 0.82416 1.60623 0.00
```

Its spin multiplicity is 5. For the HOMO-LUMO gap (spin up / spin down), the calculation gives 6.813 / 6.881 eV. As for the highest occupied orbital energy (spin up / spin down): -13.8644 / -13.8682 eV. The net charge is +2.

(3)
This record from the OMol25 dataset describes an isolated molecule of C19H26FN3O2 at a distorted geometry. The level of theory is the ωB97M-V functional and the def2-TZVPD basis.

```
51
Properties=species:S:1:pos:R:3:nbo_charge:R:1
C -0.59950 3.94621 -1.17649 -0.61
C -1.60838 2.82299 -0.97298 -0.39
C -0.98447 1.43005 -1.06393 -0.41
C -0.15404 1.03932 0.16314 -0.22
N 1.05751 1.82646 0.32234 -0.46
C 1.46068 2.02514 1.70036 -0.20
C 1.76624 0.77093 2.52791 -0.64
C 2.12968 1.50345 -0.60007 -0.26
C 2.82208 0.18931 -0.39216 0.27
C 4.10719 -0.11300 -0.04735 -0.31
C 4.17868 -1.52584 0.04627 -0.32
C 2.93211 -1.98824 -0.24855 0.26
C 2.32247 -3.36118 -0.24610 -0.26
N 0.98722 -3.34368 -0.80575 -0.62
C -0.02577 -2.83950 -0.01936 0.80
O 0.06696 -2.74199 1.18224 -0.64
N -1.15296 -2.53006 -0.75009 -0.62
C -2.33236 -1.93372 -0.30713 0.15
C -2.54114 -1.56518 1.02025 -0.24
C -3.71760 -0.94209 1.39001 -0.25
C -4.68411 -0.69365 0.43346 0.37
F -5.83415 -0.08215 0.79580 -0.33
C -4.50475 -1.05746 -0.88838 -0.27
C -3.32551 -1.67654 -1.25320 -0.23
O 2.11041 -0.95291 -0.52967 -0.43
H -0.15625 3.88374 -2.16836 0.19
H 0.19381 3.87355 -0.43942 0.23
H -1.08715 4.91395 -1.08123 0.20
H -2.39147 2.90426 -1.73184 0.20
H -2.08585 2.93361 0.00269 0.19
H -0.37991 1.36424 -1.97039 0.19
H -1.78814 0.69406 -1.14998 0.21
H 0.06173 -0.03697 0.11059 0.19
H -0.77102 1.20381 1.04932 0.20
H 0.64757 2.57570 2.18640 0.19
H 2.34161 2.67428 1.69122 0.19
H 0.94943 0.05612 2.46593 0.21
H 2.67464 0.28463 2.18400 0.21
H 1.90150 1.05044 3.57017 0.21
H 1.70776 1.53047 -1.60936 0.21
H 2.88459 2.29158 -0.52805 0.22
H 4.90331 0.58187 0.12692 0.23
H 5.03615 -2.11316 0.30279 0.23
H 2.23002 -3.71599 0.78596 0.25
H 2.94236 -4.06412 -0.80832 0.22
H 0.94869 -3.14449 -1.79464 0.38
H -1.12441 -2.71467 -1.74262 0.39
H -1.77900 -1.76945 1.75241 0.26
H -3.88932 -0.64942 2.41347 0.23
H -5.27627 -0.85373 -1.61364 0.23
H -3.17084 -1.96098 -2.28463 0.21
```

For the HOMO-LUMO gap, the calculation gives 8.472 eV. For the energy above the lowest of the compared OMol25 structures with the same formula, charge and spin, the calculation gives 48.58 kcal per mole. As for the highest occupied orbital energy: -7.9603 eV. As for the SMILES: CCCCN(CC)Cc1ccc(CNC(=O)Nc2ccc(F)cc2)o1.

(4)
This record from the OMol25 dataset describes an isolated molecule of C24H23ClN2O6 at a distorted geometry. The level of theory is the ωB97M-V functional and the def2-TZVPD basis.

```
56
Properties=species:S:1:pos:R:3:nbo_charge:R:1
O -1.17942 -2.99661 2.52442 -0.57
C -1.22997 -2.18948 1.60157 0.46
C -2.23120 -2.16240 0.46332 0.59
O -3.19042 -2.88146 0.28769 -0.59
N -1.82598 -1.17289 -0.36772 -0.40
C -2.55970 -0.81709 -1.55148 -0.24
C -3.13478 0.60904 -1.48854 -0.23
N -3.56827 0.94172 -0.14393 -0.46
C -4.74459 0.21944 0.32697 -0.26
C -6.04788 0.77274 -0.25981 -0.09
O -6.18438 2.15602 0.00152 -0.53
C -5.08548 2.88062 -0.50382 -0.09
C -3.76656 2.36434 0.08560 -0.24
C -0.71909 -0.36918 0.11966 -0.09
C 0.38433 -0.23957 -0.90490 0.09
C 0.67338 0.98302 -1.49542 -0.24
C 1.71442 1.09372 -2.40055 -0.20
C 2.48067 -0.01041 -2.72675 -0.24
C 2.17829 -1.23298 -2.14704 -0.02
Cl 3.12689 -2.62080 -2.53752 0.01
C 1.13431 -1.35661 -1.24702 -0.27
C -0.29720 -1.12076 1.35492 -0.32
C 0.86577 -1.03247 2.07136 0.55
O 1.10739 -1.86358 3.07230 -0.65
C 1.95693 -0.11055 1.72912 -0.15
C 3.25737 -0.60397 1.70520 -0.17
C 4.32838 0.17943 1.29224 -0.25
C 4.04993 1.47392 0.92345 0.24
C 2.74992 1.98646 0.98393 0.29
C 1.68702 1.22041 1.38137 -0.25
O 2.75909 3.29220 0.57738 -0.49
C 4.10245 3.59000 0.25897 0.24
O 4.89737 2.44292 0.47506 -0.47
H -1.90850 -0.89652 -2.42949 0.21
H -3.35839 -1.55753 -1.64098 0.24
H -2.34922 1.32052 -1.75874 0.20
H -3.92629 0.68510 -2.25007 0.18
H -4.64912 -0.84045 0.09769 0.23
H -4.77196 0.33521 1.41491 0.20
H -6.91030 0.29163 0.20258 0.20
H -6.08344 0.59621 -1.34645 0.16
H -5.25284 3.92169 -0.22238 0.20
H -5.05998 2.80783 -1.60323 0.16
H -2.92662 2.92437 -0.33202 0.20
H -3.78640 2.51474 1.16984 0.20
H -1.10742 0.62774 0.37032 0.22
H 0.09451 1.85698 -1.23688 0.21
H 1.93515 2.04920 -2.85177 0.22
H 3.30093 0.06952 -3.42212 0.23
H 0.91108 -2.31574 -0.80584 0.23
H 0.33578 -2.49040 3.16217 0.52
H 3.42958 -1.62758 1.99669 0.23
H 5.33240 -0.20725 1.25665 0.24
H 0.69677 1.63309 1.45359 0.23
H 4.17276 3.89268 -0.79771 0.16
H 4.46123 4.41267 0.89749 0.16
```

For the HOMO-LUMO gap, the calculation gives 8.037 eV. For the energy above the lowest of the compared OMol25 structures with the same formula, charge and spin, the calculation gives 57.91 kcal per mole. As for the highest occupied orbital energy: -8.4623 eV. As for the SMILES: O=C1C(=O)N(CCN2CCOCC2)[C@H](c2cccc(Cl)c2)/C1=C(/O)c1ccc2c(c1)OCO2.

(5)
This record from the OMol25 dataset describes a cluster of 2 separate species, C6H15N3 in total at a distorted geometry. The level of theory is the ωB97M-V functional and the def2-TZVPD basis.

```
24
Properties=species:S:1:pos:R:3:nbo_charge:R:1
C -2.65972 0.60306 1.42254 -0.31
C -1.79319 -0.59398 1.54514 0.12
C -2.61121 1.39770 0.34687 -0.26
C -0.74786 -0.81546 0.73852 -0.36
C 2.77295 0.11944 -0.92005 0.38
C 1.31012 1.38676 -2.35103 -0.43
N 3.62171 -0.89571 -0.75804 -0.71
N 2.47070 0.49290 -2.14821 -0.50
N -2.29402 -1.58716 2.55130 -0.67
H -3.26052 0.93970 2.14990 0.23
H -3.22245 2.25856 0.35566 0.23
H -2.19145 1.12748 -0.69800 0.20
H -0.57424 -0.25851 -0.16567 0.23
H -0.01668 -1.60745 0.97521 0.22
H 2.55887 0.66418 0.06705 0.25
H 1.09494 2.10071 -1.44352 0.24
H 1.69415 2.03551 -3.14573 0.25
H 0.43851 0.93013 -2.69058 0.22
H 4.00421 -1.51297 -1.45487 0.44
H 3.91037 -1.05626 0.19113 0.43
H 2.88457 -0.12364 -2.82963 0.43
H -2.78852 -1.11794 3.24317 0.45
H -1.59901 -2.25651 2.83440 0.46
H -3.00222 -2.23055 2.18445 0.46
```

For the HOMO-LUMO gap, the calculation gives 9.496 eV. For the energy above the lowest of the compared OMol25 structures with the same formula, charge and spin, the calculation gives 42.18 kcal per mole. As for the highest occupied orbital energy: -16.2294 eV. The net charge is +2.

(6)
This record from the OMol25 dataset describes a cluster of 2 separate species, C3H3NO2 in total at a distorted geometry. The level of theory is the ωB97M-V functional and the def2-TZVPD basis.

```
9
Properties=species:S:1:pos:R:3:nbo_charge:R:1
C 0.00167 0.39631 -1.04086 0.21
C 1.97293 -1.89524 -0.01959 0.34
C -1.34882 0.91002 0.91353 0.47
N -0.81250 0.77869 -0.28650 -0.42
O 1.27227 -2.35027 0.82581 -0.48
O -1.18074 1.86220 1.70531 -0.54
H 0.25677 0.29069 -2.06575 0.21
H 1.57980 -0.68203 -0.39623 0.07
H -2.07452 0.05447 1.21311 0.15
```

For the HOMO-LUMO gap (spin up / spin down), the calculation gives 7.801 / 7.627 eV. For the energy above the lowest of the compared OMol25 structures with the same formula, charge and spin, the calculation gives 138.22 kcal per mole. As for the highest occupied orbital energy (spin up / spin down): -8.7036 / -8.2856 eV.

(7)
This record from the OMol25 dataset describes an isolated molecule of C2H3N3S at a distorted geometry. The level of theory is the ωB97M-V functional and the def2-TZVPD basis.

```
9
Properties=species:S:1:pos:R:3:nbo_charge:R:1
H 1.87567 1.24398 0.04384 0.27
N 1.22207 1.09205 -0.84403 -0.29
N 0.03791 0.87811 -0.84987 -0.10
C -0.74372 0.58976 0.33402 -0.27
S -2.51402 0.48946 -0.17534 0.16
C -1.21037 -0.70751 -0.06400 0.19
N -0.57571 -1.48452 -0.76615 -0.58
H -0.86153 -2.16606 -1.43411 0.38
H -0.35017 1.04098 1.20928 0.23
```

For the HOMO-LUMO gap, the calculation gives 9.031 eV. For the energy above the lowest of the compared OMol25 structures with the same formula, charge and spin, the calculation gives 98.99 kcal per mole. As for the highest occupied orbital energy: -8.8191 eV. As for the SMILES: [H]/N=N\[C@H]1S/C1=N\[H].

(8)
This record from the OMol25 dataset describes a structure of composition C14H17I2NO3S. The level of theory is the ωB97M-V functional and the def2-TZVPD basis.

```
38
Properties=species:S:1:pos:R:3:nbo_charge:R:1
C 0.79486 -2.89362 1.26487 -0.68
C 1.30062 -3.13052 -0.13945 -0.17
I 2.31732 -4.95857 -0.23591 0.17
C 1.18487 -2.29876 -1.17339 -0.18
I 2.11302 -2.74938 -3.00345 0.21
C 0.48522 -0.91107 -1.11267 0.23
C -1.00635 -1.08756 -0.66807 -0.46
C -1.62247 -0.24774 0.43154 -0.05
C -2.72748 0.54433 0.11791 -0.13
C -3.37778 1.29763 1.09110 -0.22
C -2.93443 1.26578 2.40972 -0.22
C -1.84786 0.46368 2.74244 -0.21
C -1.20344 -0.29010 1.76696 -0.23
C 1.42991 -0.00794 -0.30099 -0.44
C 1.15841 1.48443 -0.07340 -0.46
C 1.47317 2.42276 -1.24647 0.24
N 2.71460 3.16730 -1.20537 -0.82
O 1.56500 1.70088 -2.48541 -0.72
S 0.22510 1.01407 -3.05961 1.82
O -0.89459 1.61661 -2.35210 -0.96
O 0.45594 -0.48140 -2.50452 -0.76
H 0.78886 -3.81771 1.83448 0.24
H 1.45751 -2.20925 1.79851 0.22
H -0.21477 -2.49675 1.27967 0.23
H -1.59069 -0.91084 -1.56696 0.25
H -1.17058 -2.13824 -0.43485 0.23
H -3.06621 0.59663 -0.90672 0.21
H -4.22486 1.91514 0.82386 0.22
H -3.42833 1.84870 3.17465 0.21
H -1.49400 0.41932 3.76386 0.21
H -0.35883 -0.89370 2.06414 0.21
H 2.41208 -0.09811 -0.77503 0.23
H 1.54454 -0.47300 0.67743 0.22
H 1.81627 1.78239 0.74842 0.22
H 0.14813 1.67579 0.26273 0.24
H 0.66496 3.14585 -1.33771 0.19
H 3.50140 2.52785 -1.17360 0.36
H 2.74018 3.73771 -0.36958 0.36
```

For the HOMO-LUMO gap, the calculation gives 8.906 eV. As for the highest occupied orbital energy: -8.8053 eV.

(9)
This record from the OMol25 dataset describes a cluster of 2 separate species, C3H10N3 in total at a distorted geometry. The level of theory is the ωB97M-V functional and the def2-TZVPD basis.

```
16
Properties=species:S:1:pos:R:3:nbo_charge:R:1
C 1.06713 3.18923 -0.40970 0.03
N 0.58747 2.12983 -0.89903 -0.70
H 0.76168 3.52282 0.58262 0.17
H 1.81245 3.84979 -0.87020 0.18
H 1.05356 1.95233 -1.81433 0.36
C 0.29990 -2.39916 1.33517 -0.41
N -1.36882 -0.05035 -0.88718 -0.74
C -1.08503 -1.15598 -0.21866 0.39
N -0.02211 -1.22824 0.53840 -0.50
H 1.24652 -2.83128 1.03110 0.23
H -0.50316 -3.11109 1.18945 0.22
H 0.32111 -2.09165 2.38199 0.23
H -0.76569 0.77699 -0.83497 0.45
H -2.22511 -0.12870 -1.42808 0.43
H -1.70921 -2.04429 -0.29770 0.22
H 0.52931 -0.38025 0.60113 0.42
```

For the HOMO-LUMO gap, the calculation gives 11.620 eV. For the energy above the lowest of the compared OMol25 structures with the same formula, charge and spin, the calculation gives 29.61 kcal per mole. As for the highest occupied orbital energy: -14.6474 eV. The net charge is +1.